10
Properties=species:S:1:pos:R:3:mulliken_charge:R:1 method="wB97M-V/def2-TZVPD" total_energy_ev=-6161.1980 relative_energy_kcal_mol=108.3 total_charge=+1 homo_lumo_gap_ev=10.38 spin_multiplicity=1 e_lumo_ha=-0.2182
C -0.090 -0.884 -0.906 -0.017
C 0.647 -0.406 1.014 -0.073
C -0.593 0.479 -0.577 -0.293
N 0.542 -1.386 0.113 -0.364
N 0.081 0.736 0.657 -0.009
H -0.308 -1.338 -1.809 0.439
H 1.710 -0.542 2.369 0.435
H -0.133 1.067 -1.412 0.283
H -1.698 0.842 -0.735 0.362
H -0.158 1.432 1.288 0.238